# 1
Below is a structure of composition C28H33N5Ti at a distorted geometry, with properties calculated with ωB97M-V with the def2-TZVPD basis set.

Cartesian coordinates (Å):
Ti (-0.365, 0.207, -0.288)
C (-3.698, 0.998, 0.473)
C (-2.677, 0.169, -0.277)
C (-2.337, 0.498, -1.604)
C (-2.919, 1.744, -2.214)
C (-1.412, -0.262, -2.331)
C (-1.078, 0.079, -3.768)
C (-0.885, -1.488, -1.745)
C (0.068, -2.332, -2.554)
C (-1.401, -1.939, -0.514)
C (-1.071, -3.326, -0.018)
C (-2.183, -1.084, 0.282)
C (-2.653, -1.518, 1.647)
H (-4.580, 1.181, -0.140)
H (-3.318, 1.974, 0.783)
H (-4.038, 0.494, 1.372)
H (-3.845, 1.508, -2.743)
H (-2.251, 2.198, -2.945)
H (-3.177, 2.489, -1.462)
H (-1.921, 0.547, -4.270)
H (-0.840, -0.822, -4.328)
H (-0.219, 0.747, -3.871)
H (-0.478, -2.970, -3.254)
H (0.681, -2.976, -1.931)
H (0.750, -1.716, -3.137)
H (-1.937, -3.762, 0.474)
H (-0.252, -3.338, 0.707)
H (-0.793, -3.982, -0.837)
H (-3.673, -1.906, 1.594)
H (-2.651, -0.692, 2.356)
H (-2.023, -2.296, 2.066)
C (1.124, 2.706, -1.367)
N (-0.103, 2.446, -0.564)
C (-0.169, 3.133, 0.757)
C (-0.069, 2.140, 1.873)
N (0.002, 0.837, 1.667)
C (0.133, 0.262, 2.950)
C (0.316, -1.064, 3.332)
C (0.430, -1.322, 4.682)
C (0.361, -0.287, 5.634)
C (0.193, 1.031, 5.262)
C (0.091, 1.267, 3.897)
N (-0.039, 2.458, 3.168)
C (2.001, 1.492, -1.388)
N (1.636, 0.344, -0.843)
C (2.732, -0.528, -1.034)
C (2.928, -1.838, -0.611)
C (4.127, -2.435, -0.938)
C (5.112, -1.745, -1.670)
C (4.930, -0.441, -2.083)
C (3.717, 0.142, -1.736)
N (3.210, 1.433, -1.947)
H (1.673, 3.569, -0.986)
H (0.819, 2.951, -2.385)
H (-0.891, 2.771, -1.111)
H (-1.120, 3.663, 0.823)
H (0.617, 3.885, 0.848)
H (0.374, -1.864, 2.605)
H (0.579, -2.338, 5.020)
H (0.454, -0.531, 6.684)
H (0.154, 1.827, 5.993)
H (-0.065, 3.392, 3.547)
H (2.177, -2.372, -0.042)
H (4.322, -3.451, -0.623)
H (6.040, -2.248, -1.906)
H (5.694, 0.091, -2.635)
H (3.688, 2.197, -2.399)

E_HOMO (spin up / spin down) (eV): -12.87 / -12.88
DFT total energy (eV): -60127.839
Orbital gap (spin up / spin down) (eV): 7.26 / 7.26
Charge: +2

# 2
Below is a cluster of 8 separate species, C28H34F8O24S in total at a distorted geometry, with properties calculated with ωB97M-V with the def2-TZVPD basis set.

Cartesian coordinates (Å):
C (2.389, -4.062, -0.952)
C (0.981, -3.497, -0.853)
S (0.803, -1.982, 0.133)
C (2.176, -1.884, 1.309)
O (3.070, -0.792, 1.038)
C (4.170, -1.088, 0.359)
O (4.815, -2.042, 0.487)
O (4.576, -0.055, -0.431)
C (4.232, -0.207, -1.803)
C (2.796, 0.210, -2.120)
C (2.690, 1.667, -2.460)
F (2.350, -0.556, -3.153)
H (3.129, -3.291, -1.101)
H (2.405, -4.671, -1.845)
H (2.672, -4.689, -0.117)
H (0.302, -4.277, -0.542)
H (0.689, -3.224, -1.856)
H (1.706, -1.644, 2.247)
H (2.669, -2.836, 1.449)
H (4.877, 0.460, -2.360)
H (4.449, -1.198, -2.184)
H (2.211, 0.066, -1.224)
H (3.133, 1.873, -3.428)
H (3.094, 2.289, -1.673)
H (1.629, 1.878, -2.520)
O (-2.071, -2.775, 1.584)
C (-1.853, -2.004, 2.451)
O (-0.731, -1.987, 3.218)
C (-0.787, -0.822, 4.048)
C (-2.267, -0.536, 4.091)
F (-2.522, 0.791, 4.190)
O (-2.706, -1.000, 2.828)
H (-0.230, -0.010, 3.575)
H (-0.364, -1.022, 5.029)
H (-2.807, -1.065, 4.879)
O (-0.367, 1.866, -0.703)
C (0.158, 2.688, -0.033)
O (1.005, 3.641, -0.501)
C (1.313, 4.517, 0.592)
C (1.043, 3.640, 1.786)
F (0.593, 4.357, 2.847)
O (0.001, 2.800, 1.321)
H (0.655, 5.385, 0.559)
H (2.345, 4.855, 0.541)
H (1.889, 3.027, 2.101)
O (2.722, -8.422, -2.426)
C (1.820, -8.366, -1.660)
O (1.101, -9.440, -1.238)
C (0.198, -8.985, -0.227)
C (0.082, -7.517, -0.550)
F (-0.110, -6.773, 0.568)
O (1.356, -7.219, -1.090)
H (0.636, -9.153, 0.758)
H (-0.752, -9.510, -0.288)
H (-0.687, -7.272, -1.285)
O (2.858, 9.251, 2.014)
C (1.699, 9.062, 1.866)
O (0.758, 10.033, 1.786)
C (-0.495, 9.408, 1.471)
C (-0.271, 8.002, 1.961)
F (-0.939, 7.091, 1.206)
O (1.124, 7.822, 1.764)
H (-0.658, 9.446, 0.393)
H (-1.316, 9.903, 1.970)
H (-0.513, 7.844, 3.011)
O (-4.696, -2.773, -3.659)
C (-4.481, -2.008, -2.782)
O (-3.360, -1.999, -2.019)
C (-3.420, -0.846, -1.172)
C (-4.899, -0.569, -1.122)
F (-5.162, 0.758, -1.003)
O (-5.339, -1.014, -2.393)
H (-2.862, -0.029, -1.632)
H (-2.999, -1.056, -0.192)
H (-5.435, -1.111, -0.341)
O (0.511, -5.672, -3.380)
C (0.962, -5.923, -4.446)
O (2.275, -5.828, -4.763)
C (2.443, -6.350, -6.084)
C (1.059, -6.189, -6.661)
F (0.768, -7.168, -7.553)
O (0.232, -6.340, -5.521)
H (2.743, -7.397, -6.026)
H (3.199, -5.792, -6.631)
H (0.869, -5.217, -7.120)
O (-3.309, 8.893, 2.256)
C (-3.688, 8.239, 3.170)
O (-4.977, 8.145, 3.566)
C (-5.047, 7.158, 4.602)
C (-3.633, 7.155, 5.127)
F (-3.260, 5.932, 5.566)
O (-2.879, 7.483, 3.969)
H (-5.323, 6.195, 4.170)
H (-5.779, 7.434, 5.356)
H (-3.437, 7.892, 5.907)

E_HOMO (eV): -8.58
DFT total energy (eV): -111302.829
Orbital gap (eV): 8.78
SMILES: CCSCOC(=O)OC[C@@H](C)F.O=C1OC[C@@H](F)O1.O=C1OC[C@@H](F)O1.O=C1OC[C@@H](F)O1.O=C1OC[C@@H](F)O1.O=C1OC[C@@H](F)O1.O=C1OC[C@@H](F)O1.O=C1OC[C@@H](F)O1

# 3
Below is a structure of composition C28H34FeIN7OSSi at a distorted geometry, with properties calculated with ωB97M-V with the def2-TZVPD basis set.

Cartesian coordinates (Å):
Fe (-0.037, -0.299, 0.091)
N (2.604, -0.415, 3.537)
C (1.952, -0.357, 2.359)
S (0.254, 0.086, 2.303)
N (2.557, -0.661, 1.257)
N (1.842, -0.656, 0.146)
C (2.464, -0.919, -1.040)
C (3.900, -1.174, -1.122)
C (4.409, -2.274, -1.819)
C (5.773, -2.469, -1.917)
C (6.652, -1.555, -1.358)
C (6.157, -0.463, -0.660)
C (4.796, -0.290, -0.517)
C (1.603, -0.895, -2.146)
C (1.999, -1.093, -3.492)
C (1.063, -1.072, -4.485)
C (-0.283, -0.839, -4.150)
C (-0.607, -0.616, -2.831)
N (0.286, -0.634, -1.844)
H (2.189, -0.015, 4.359)
H (3.605, -0.522, 3.514)
H (3.733, -2.995, -2.253)
H (6.154, -3.339, -2.432)
H (7.716, -1.695, -1.457)
H (6.829, 0.265, -0.231)
H (4.412, 0.550, 0.034)
H (3.045, -1.236, -3.706)
H (1.346, -1.229, -5.514)
H (-1.047, -0.818, -4.910)
H (-1.625, -0.415, -2.533)
C (-1.995, 4.891, -0.227)
C (-0.832, 3.971, -0.201)
C (0.517, 4.204, -0.021)
C (1.136, 2.948, -0.089)
N (0.224, 2.004, -0.297)
N (-0.955, 2.641, -0.368)
C (2.585, 2.651, 0.025)
H (-1.656, 5.918, -0.130)
H (-2.682, 4.672, 0.590)
H (-2.546, 4.794, -1.160)
H (0.997, 5.146, 0.139)
H (-1.795, 2.105, -0.515)
H (3.150, 3.577, 0.076)
H (2.911, 2.074, -0.838)
H (2.782, 2.071, 0.926)
N (-3.707, -0.441, 1.301)
C (-3.193, 0.183, 0.204)
O (-1.940, 0.060, -0.029)
C (-4.037, 0.868, -0.663)
I (-4.643, -1.214, -2.570)
H (-3.069, -0.735, 2.021)
H (-4.669, -0.303, 1.558)
H (-3.634, 1.425, -1.490)
H (-5.061, 1.044, -0.399)
C (-1.985, -3.047, -0.499)
Si (-0.224, -2.662, 0.135)
C (0.965, -3.699, -0.938)
C (0.034, -3.119, 1.969)
C (1.217, -3.717, 2.396)
C (1.353, -4.159, 3.700)
C (0.319, -3.993, 4.605)
C (-0.852, -3.371, 4.204)
C (-0.992, -2.944, 2.898)
H (-2.196, -4.099, -0.332)
H (-2.064, -2.864, -1.566)
H (-2.766, -2.477, -0.012)
H (0.740, -4.744, -0.748)
H (2.012, -3.544, -0.718)
H (0.813, -3.519, -1.996)
H (2.030, -3.862, 1.704)
H (2.266, -4.642, 4.009)
H (0.416, -4.358, 5.614)
H (-1.658, -3.228, 4.908)
H (-1.917, -2.485, 2.588)

E_HOMO (spin up / spin down) (eV): -8.38 / -10.12
Energy relative to the best compared isomer or geometry (same formula, charge and spin) (eV): 4.923
DFT total energy (eV): -103260.405
Orbital gap (spin up / spin down) (eV): 5.67 / 3.63
Charge: +1
2S+1: 6